Here is a structure of composition C67H97AsF6N10O3 from the OMol25 dataset. Energies are from ωB97M-V with the def2-TZVPD basis set.

Each line ends with the Mulliken charge.
Element x y z (Å)
1 C -8.17837 15.64209 -15.18035  -0.90
2 N -8.09685 16.25216 -13.91096  0.05
3 C -7.51488 15.59214 -12.84430  -0.42
4 C -7.25254 16.18718 -11.60023  -0.60
5 C -7.71064 17.53057 -11.37847  0.53
6 C -8.38702 18.11353 -12.45308  -0.74
7 C -8.60978 17.50527 -13.69823  -0.25
8 C -7.57396 18.11123 -10.05381  0.97
9 C -8.74487 18.60870 -9.48614  -0.67
10 C -8.79542 19.01940 -8.13390  -0.59
11 N -7.62902 18.97780 -7.46696  0.16
12 C -6.45436 18.49185 -8.03323  -0.27
13 C -6.36213 18.08336 -9.33022  -0.99
14 C -7.61788 19.34080 -6.07262  -0.67
15 H -7.27270 15.04823 -15.30362  0.36
16 H -8.18157 16.42819 -15.93542  0.39
17 H -9.14662 15.15572 -15.29868  0.35
18 H -7.13444 14.59859 -13.03010  0.41
19 H -6.86087 15.60042 -10.78249  0.45
20 H -8.86678 19.05685 -12.23770  0.55
21 H -9.16579 17.90498 -14.53339  0.51
22 H -9.67052 18.53276 -10.03733  0.63
23 H -9.64826 19.36282 -7.56721  0.49
24 H -5.57419 18.46697 -7.40785  0.68
25 H -5.51608 17.55515 -9.74447  0.62
26 H -7.48660 20.42278 -6.05865  0.36
27 H -6.71499 18.92337 -5.62693  -0.06
28 H -8.54048 19.03835 -5.57721  0.45
29 C -1.73577 17.13634 -8.14423  -1.08
30 N -0.71380 16.00749 -8.06617  0.32
31 C -1.03665 14.73754 -7.70086  -0.20
32 C -0.03411 13.78326 -7.60774  -0.69
33 C 1.27796 14.14161 -7.87062  0.95
34 C 1.61651 15.45355 -8.15746  -0.93
35 C 0.61019 16.37030 -8.29935  -0.24
36 C 2.34572 13.19097 -7.59891  0.26
37 C 3.30216 12.88145 -8.53007  -0.57
38 C 4.30436 11.90552 -8.18098  -0.43
39 N 4.25742 11.29935 -7.00358  0.00
40 C 3.31779 11.59421 -6.10163  -0.21
41 C 2.37473 12.57510 -6.28167  -0.76
42 C 5.34833 10.34850 -6.67585  -0.90
43 H -1.34796 17.92501 -8.78897  0.30
44 H -1.83513 17.50239 -7.12234  0.33
45 H -2.66507 16.71417 -8.52668  0.28
46 H -2.09379 14.56695 -7.56032  0.42
47 H -0.24837 12.75527 -7.35531  0.73
48 H 2.64526 15.74345 -8.31248  0.60
49 H 0.78660 17.37074 -8.66595  0.49
50 H 3.31409 13.31478 -9.51925  0.57
51 H 4.98769 11.49007 -8.90683  0.52
52 H 3.37508 10.85361 -5.31765  0.44
53 H 1.60557 12.75451 -5.54506  0.47
54 H 5.37043 9.40864 -7.22748  0.36
55 H 5.33165 10.10704 -5.61307  0.32
56 H 6.29083 10.86622 -6.85411  0.42
57 C 3.99902 18.12934 -3.58885  -0.89
58 N 3.20377 19.23711 -3.21766  0.22
59 C 2.39130 19.79226 -4.11879  -0.39
60 C 1.42197 20.71700 -3.74289  -0.70
61 C 1.31067 21.05069 -2.40693  1.17
62 C 2.22466 20.54170 -1.47218  -0.63
63 C 3.15173 19.61774 -1.91535  -0.72
64 C 0.19129 21.88382 -1.92669  0.45
65 C 0.35777 22.88086 -0.89679  -0.71
66 C -0.73740 23.49495 -0.31656  -0.53
67 N -1.99409 23.13798 -0.78076  0.01
68 C -2.27615 22.29712 -1.80001  -0.24
69 C -1.12722 21.63900 -2.36967  -0.39
70 C -3.12696 23.73953 -0.07378  -0.95
71 H 3.72721 17.76181 -4.57837  0.23
72 H 3.77418 17.33413 -2.87809  0.44
73 H 5.07045 18.29101 -3.70728  0.34
74 H 2.49546 19.39481 -5.11758  0.36
75 H 0.72235 21.16149 -4.43526  1.01
76 H 2.07193 20.75159 -0.42384  0.56
77 H 3.87453 19.12363 -1.28304  0.53
78 H 1.31576 23.17612 -0.49492  0.69
79 H -0.76026 24.16806 0.52771  0.57
80 H -3.31561 22.11318 -2.02825  0.46
81 H -1.28816 20.99678 -3.22292  -0.13
82 H -4.05192 23.49854 -0.59767  0.32
83 H -3.02454 24.82453 -0.05410  0.39
84 H -3.11005 23.38662 0.95738  0.39
85 C 0.03362 8.96730 -1.98446  -0.89
86 N -0.55497 10.28357 -2.12999  0.00
87 C -1.33254 10.71834 -1.10607  -0.66
88 C -2.10844 11.84632 -1.33887  -0.78
89 C -1.99169 12.57217 -2.51529  0.71
90 C -1.11090 12.09606 -3.52654  -0.70
91 C -0.43490 10.96166 -3.24408  -0.05
92 C -2.88535 13.75250 -2.70857  1.10
93 C -3.52544 13.82877 -3.94916  -0.89
94 C -4.34366 14.96781 -4.26089  -0.34
95 N -4.47728 15.91070 -3.30480  0.20
96 C -3.99235 15.77760 -2.04037  -0.46
97 C -3.24881 14.65883 -1.69560  -0.88
98 C -5.28708 17.10201 -3.71471  -1.14
99 H 0.76421 9.03764 -1.17861  0.38
100 H 0.52740 8.72834 -2.92635  0.30
101 H -0.76437 8.23848 -1.84254  0.40
102 H -1.31062 10.13710 -0.19608  0.53
103 H -2.87471 12.10015 -0.62137  0.65
104 H -0.97080 12.67700 -4.42614  0.39
105 H 0.25558 10.54146 -3.96037  0.36
106 H -3.39080 13.05110 -4.68638  0.73
107 H -4.91867 15.01273 -5.17399  0.58
108 H -4.24686 16.61512 -1.40776  0.56
109 H -2.83438 14.66335 -0.69829  0.65
110 H -6.09980 17.09318 -2.98841  0.54
111 H -5.65850 16.94105 -4.72675  0.27
112 H -4.68465 17.97827 -3.47526  0.27
113 C -3.74025 20.98714 -10.39471  -1.06
114 C -3.49846 22.25658 -9.65424  -0.40
115 C -1.97314 22.60849 -9.33953  0.01
116 C -1.97036 24.07181 -8.75987  -1.15
117 N -0.57672 24.66492 -8.51798  0.19
118 C -0.70967 26.14933 -7.98238  -0.62
119 C 0.62850 26.45050 -7.17918  -0.63
120 C 1.17183 25.07080 -6.69866  -0.75
121 C 0.14241 24.07260 -7.35491  -0.56
122 C 0.32463 24.66691 -9.78968  -0.94
123 H -3.39319 20.08179 -9.89674  -0.02
124 H -3.17696 20.99315 -11.32787  0.44
125 H -4.74847 20.78751 -10.75768  0.34
126 H -4.07654 22.31054 -8.73175  0.16
127 H -4.03094 23.03589 -10.19945  0.58
128 H -1.29534 22.64435 -10.19241  0.42
129 H -1.56015 22.00676 -8.52992  -0.05
130 H -2.51767 24.18012 -7.82349  0.38
131 H -2.40638 24.83278 -9.40710  0.45
132 H -0.84566 26.86867 -8.78994  0.42
133 H -1.62292 26.17247 -7.38780  0.39
134 H 1.36153 26.93245 -7.82609  0.37
135 H 0.48153 27.00874 -6.25460  0.33
136 H 2.14472 24.86757 -7.14620  0.35
137 H 1.39075 24.80494 -5.66449  0.38
138 H 0.45788 23.10031 -7.73338  0.56
139 H -0.62630 23.95889 -6.59055  0.20
140 H 1.26815 25.15374 -9.54296  0.44
141 H -0.18503 25.24869 -10.55773  0.33
142 H 0.57043 23.64722 -10.08617  0.39
143 C -0.35680 18.13974 -1.31915  -0.53
144 C -1.34199 18.80822 -0.34665  0.65
145 C -1.04863 18.60395 1.08655  -0.68
146 C -0.98263 17.07871 1.50605  -1.04
147 N -1.01010 16.87784 3.07352  0.22
148 C 0.25014 17.46995 3.69580  -0.65
149 C 0.57052 16.63959 4.91558  -0.66
150 C -0.20560 15.30990 4.79255  -0.73
151 C -0.94906 15.38460 3.39856  -0.51
152 C -2.22881 17.48977 3.76589  -0.88
153 H -0.72469 17.19926 -1.72935  0.13
154 H 0.61706 17.91206 -0.88573  0.49
155 H -0.22886 18.70015 -2.24526  -0.18
156 H -2.36785 18.57920 -0.63522  0.33
157 H -1.24501 19.88908 -0.44889  -0.56
158 H -1.84883 19.13422 1.60291  0.41
159 H -0.12050 19.13919 1.28702  0.23
160 H -0.26423 16.47021 0.95675  0.47
161 H -1.89558 16.52570 1.28514  0.35
162 H 0.10385 18.54304 3.81905  0.44
163 H 1.01272 17.38356 2.92176  0.38
164 H 0.16938 17.22605 5.74217  0.36
165 H 1.64654 16.52401 5.04564  0.40
166 H -0.93687 15.05450 5.55943  0.39
167 H 0.45248 14.44562 4.70276  0.35
168 H -1.95549 14.97585 3.48860  0.39
169 H -0.41619 14.96355 2.54600  0.38
170 H -2.06730 17.32061 4.83051  0.44
171 H -3.15155 17.02796 3.41461  0.36
172 H -2.37971 18.55468 3.58891  0.32
173 As -3.01124 20.10988 -5.76984  2.16
174 F -2.26672 21.79348 -5.60206  -0.52
175 F -2.08564 19.83793 -7.30992  -0.43
176 F -3.76515 18.50131 -5.86721  -0.29
177 F -4.04515 20.47670 -4.32187  -0.52
178 F -4.27875 20.76304 -6.81773  -0.55
179 F -1.67645 19.43621 -4.76334  -0.44
180 O -1.07526 16.33918 -4.74499  0.76
181 C 0.17030 15.97415 -4.51070  0.31
182 O 1.07461 16.82767 -4.60286  -0.66
183 O 0.43236 14.79964 -4.14890  -0.78
184 H -0.64262 17.18665 -4.87229  -0.35

## Properties
**Charge**: +8
**Largest force on an atom**: 0.1345 hartree/bohr
**E**: -6216.2016 Ha
**Highest occupied orbital energy**: -22.2 eV
**LUMO**: -15.77 eV



Here is a cluster of 2 separate species, C3BrCl2O2 in total from the OMol25 dataset. Energies are from ωB97M-V with the def2-TZVPD basis set.

Each line ends with the Mulliken charge.
Element x y z (Å)
1 C -0.53154 -0.90922 1.61084  -0.62
2 C 0.01736 1.04754 -1.13611  0.47
3 C 0.41761 -1.40555 0.90336  0.57
4 O 1.53355 -1.81358 0.63174  -0.64
5 O -1.03536 0.59377 -1.56753  -0.38
6 Cl -2.08969 -0.43173 1.14917  -0.20
7 Cl 1.58370 0.32216 -1.55069  -0.11
8 Br 0.10437 2.59662 -0.04079  -0.07

## Properties
**Charge**: -1
**Largest force on an atom**: 0.0811 hartree/bohr
**E**: -3759.1696 Ha
**Highest occupied orbital energy**: -2.8 eV
**LUMO**: 2.83 eV
**Energy above the lowest of the compared OMol25 structures with the same formula, charge and spin**: 0.0 kcal/mol



Here is a structure of composition C29H23BrN3O2Os from the OMol25 dataset. Energies are from ωB97M-V with the def2-TZVPD basis set.

Each line ends with the Löwdin spin population.
Element x y z (Å)
1 Os -0.34139 0.12298 -0.27950  2.15
2 C -3.63182 -0.73887 -2.99611  0.00
3 O -3.90443 0.48928 -2.19520  0.04
4 C -2.83801 0.73005 -1.51546  0.04
5 N -1.81711 -0.06813 -1.66273  0.02
6 C -2.22430 -1.19166 -2.52947  0.01
7 C -2.15894 -2.49886 -1.77001  0.01
8 C -2.45246 -3.67290 -2.45332  0.00
9 C -2.40270 -4.89744 -1.80477  0.01
10 C -2.04271 -4.96875 -0.46537  0.00
11 C -1.74010 -3.80930 0.22798  0.01
12 C -1.80256 -2.58432 -0.42680  0.03
13 C -2.75548 1.81491 -0.49867  0.03
14 C -3.46665 2.99355 -0.37886  0.01
15 C -3.09345 3.86967 0.64366  0.03
16 C -2.03651 3.56753 1.50526  0.01
17 C -1.39712 2.35619 1.32095  0.03
18 N -1.78211 1.52161 0.36145  0.07
19 C -0.25156 1.77412 2.06280  0.03
20 N 0.34661 0.69159 1.64574  0.02
21 C 1.18707 0.25340 2.79565  0.05
22 C 1.27618 1.53538 3.64980  0.00
23 O 0.12384 2.30352 3.18813  0.02
24 C 2.47592 -0.45051 2.51750  0.27
25 C 2.55096 -1.46482 1.49223  0.10
26 C 3.67314 -2.21468 1.34633  0.06
27 C 4.77068 -1.99666 2.22176  0.33
28 C 4.70388 -0.99829 3.25683  0.12
29 C 3.57602 -0.25159 3.39844  0.04
30 H -3.68117 -0.44034 -4.03816  0.00
31 H -4.42290 -1.44266 -2.75695  0.00
32 H -1.53932 -1.23222 -3.37644  0.00
33 H -2.72071 -3.63789 -3.50387  0.00
34 H -2.64485 -5.80004 -2.34905  0.00
35 H -2.00787 -5.92584 0.03682  0.00
36 H -1.47910 -3.85592 1.27684  0.00
37 H -1.62727 -1.68816 0.18665  0.01
38 H -4.27360 3.23254 -1.05919  0.00
39 H -3.62455 4.80508 0.76259  0.00
40 H -1.73290 4.25181 2.28630  0.00
41 H 0.60851 -0.50871 3.34349  0.02
42 H 2.16247 2.13766 3.45810  0.00
43 H 1.14543 1.37026 4.71484  0.00
44 H 1.69679 -1.63303 0.84604  0.02
45 H 3.73775 -2.97948 0.58440  0.00
46 H 5.66846 -2.59534 2.12117  0.01
47 H 5.55079 -0.85631 3.91555  0.00
48 H 3.52545 0.48270 4.18985  0.00
49 Br 3.90162 4.12448 -3.40534  0.05
50 C 2.76107 2.91028 -2.58730  0.09
51 C 1.45739 2.76786 -3.04885  -0.01
52 C 0.60596 1.86603 -2.43736  0.09
53 C 1.04322 1.09061 -1.34573  0.10
54 C 2.37484 1.23899 -0.90990  0.10
55 C 3.22413 2.13771 -1.52227  0.00
56 H 1.11989 3.35003 -3.89556  0.00
57 H -0.39149 1.74752 -2.83871  0.00
58 H 2.76621 0.62782 -0.10942  0.01
59 H 4.25085 2.23751 -1.19675  0.00

## Properties
**Charge**: +3
**Largest force on an atom**: 0.0124 hartree/bohr
**E**: -4097.2168 Ha
**Highest occupied orbital energy (spin up / spin down)**: -15.9 / -16.4 eV
**LUMO (spin up / spin down)**: -9.69 / -12.93 eV
**2S+1**: 5